[1]
Here is an isolated molecule of C11H18S from OMol25. Energies are from ωB97M-V with the def2-TZVPD basis set.

XYZ file:
```
30
Properties=species:S:1:pos:R:3:forces:R:3
C -0.703 2.355 0.614 0.573 2.245 2.206
C -0.261 1.053 0.091 -2.784 -0.147 -1.086
C -0.074 2.307 -0.698 1.323 0.435 -0.289
C -1.055 -1.144 -1.526 2.465 -0.538 2.445
C -1.658 -1.699 0.895 0.640 -0.124 -2.048
C 0.418 -1.217 -0.802 0.306 1.009 -1.685
C -0.487 -0.912 1.463 -0.719 0.397 1.330
C -2.092 -0.954 -0.378 -0.583 -1.918 -1.179
C 0.414 -0.197 0.401 1.135 -2.261 0.933
C 2.711 0.733 -0.168 1.321 2.579 1.259
C 1.855 0.061 0.884 -0.428 -0.056 -0.980
S -2.048 0.878 0.165 0.503 -1.135 0.061
H -0.258 2.855 1.501 -0.279 -0.194 -0.698
H -0.629 2.609 -1.546 -1.026 -0.315 -1.105
H 0.936 2.641 -0.872 0.309 -0.069 0.385
H -1.069 -0.349 -2.221 0.039 1.377 -0.560
H -1.064 -1.999 -2.173 -0.821 -0.956 0.072
H -1.399 -2.765 0.576 -0.278 1.248 0.727
H -2.463 -1.689 1.611 -0.328 -0.322 0.226
H 0.723 -2.262 -0.535 -0.791 0.800 0.426
H 1.287 -0.974 -1.511 -1.565 0.066 0.596
H -0.984 -0.227 2.214 1.081 -0.132 -0.743
H -0.030 -1.663 2.051 1.576 -0.347 0.767
H -3.007 -1.492 -0.626 -0.604 0.771 -0.516
H 2.749 0.360 -1.155 -0.782 -0.306 -1.161
H 3.797 0.720 0.069 -0.574 -0.057 0.495
H 2.431 1.849 -0.102 0.660 -1.756 -0.732
H 1.904 0.765 1.693 -0.407 -0.063 0.907
H 2.245 -0.883 1.176 0.566 -0.849 0.469
H -2.187 1.241 -1.095 -0.527 0.622 -0.525
```
Forces are in eV/Å.

Summary:
Largest force on an atom ... 3.51 eV Å⁻¹
Gap between HOMO and LUMO ... 7.3 eV
LUMO ... 0.736 eV
Energy above the lowest of the compared OMol25 structures with the same formula, charge and spin ... 498.28 kJ/mol
Net charge ... 0
Molecular weight ... 182.33 g mol⁻¹

---

[2]
Here is a structure of composition C43H46BaBrFN6O2S from OMol25. Energies are from ωB97M-V with the def2-TZVPD basis set.

XYZ file:
```
101
Properties=species:S:1:pos:R:3:forces:R:3
Ba -0.992 0.368 0.247 1.302 0.103 0.181
C -0.697 -1.291 2.652 -0.045 -0.221 0.092
C 0.152 -2.000 1.761 0.080 0.036 0.105
C 1.380 -1.257 1.688 -0.030 -0.046 0.043
C 1.235 -0.149 2.574 -0.248 -0.067 -0.163
C -0.035 -0.165 3.168 0.104 0.020 -0.066
C -0.573 0.762 4.239 -0.075 0.041 -0.061
C -1.867 1.432 3.754 0.014 0.024 0.001
C 0.439 1.854 4.589 -0.052 0.001 0.014
C -0.882 -0.043 5.508 0.040 -0.003 -0.025
C 2.772 -1.556 1.111 0.057 0.132 -0.007
C 2.826 -2.322 -0.214 0.022 -0.013 0.023
C 3.599 -2.325 2.159 -0.027 0.017 -0.013
C 3.515 -0.238 0.823 0.004 -0.035 0.004
C -0.291 -3.342 1.163 -0.154 0.079 -0.022
C -1.685 -3.725 1.684 0.016 -0.046 0.016
C 0.642 -4.484 1.586 -0.002 -0.005 -0.035
C -0.439 -3.284 -0.366 0.023 0.029 0.081
H -1.699 -1.599 2.916 0.021 0.030 0.068
H 2.013 0.556 2.822 0.012 0.041 -0.028
H -1.668 2.058 2.877 -0.010 -0.001 0.026
H -2.296 2.075 4.528 -0.006 -0.005 -0.011
H -2.617 0.687 3.478 -0.004 -0.004 0.014
H 0.642 2.494 3.727 0.006 -0.002 0.015
H 1.383 1.422 4.922 0.013 -0.009 0.010
H 0.051 2.482 5.396 0.001 0.013 -0.018
H -1.615 -0.824 5.300 -0.005 -0.005 0.016
H -1.277 0.603 6.298 -0.008 0.003 -0.005
H 0.026 -0.526 5.875 -0.012 -0.012 0.008
H 2.377 -3.307 -0.150 -0.043 -0.040 -0.040
H 3.875 -2.463 -0.491 -0.018 -0.005 -0.034
H 2.349 -1.766 -1.025 -0.039 -0.008 0.037
H 3.145 -3.286 2.397 -0.010 -0.010 0.002
H 3.655 -1.750 3.084 -0.004 0.001 0.003
H 4.616 -2.504 1.797 0.001 -0.002 0.002
H 2.962 0.359 0.091 0.004 0.018 0.000
H 4.500 -0.453 0.400 -0.004 -0.002 -0.002
H 3.671 0.358 1.722 0.004 0.004 -0.006
H -1.690 -3.838 2.769 -0.009 0.016 -0.001
H -1.982 -4.681 1.245 0.005 0.011 -0.005
H -2.437 -2.984 1.404 -0.015 -0.011 0.000
H 0.648 -4.568 2.675 0.008 0.002 0.002
H 1.667 -4.335 1.264 0.031 -0.013 -0.003
H 0.292 -5.433 1.170 -0.001 0.005 0.012
H -1.233 -2.580 -0.640 -0.020 -0.033 -0.040
H -0.729 -4.262 -0.763 -0.003 0.011 -0.018
H 0.473 -2.979 -0.865 0.087 0.005 -0.032
C -0.817 3.373 -2.500 -0.013 0.057 0.039
O -0.545 1.982 -2.438 0.054 -0.054 0.166
C -0.585 1.294 -3.607 -0.046 -0.044 -0.030
C -1.016 1.827 -4.804 -0.025 0.008 -0.073
C -1.006 1.032 -5.948 0.007 -0.006 -0.011
Br -1.591 1.780 -7.587 -0.002 -0.003 0.019
C -0.575 -0.268 -5.910 0.005 0.026 0.030
C -0.137 -0.817 -4.697 0.039 -0.026 -0.012
C -0.145 -0.041 -3.537 -0.021 0.022 -0.065
O 0.257 -0.498 -2.338 -0.006 -0.089 0.133
C 0.350 -2.194 -4.621 -0.033 -0.006 0.021
N 0.863 -2.719 -3.535 -0.026 0.055 0.053
C 1.195 -4.024 -3.855 -0.017 -0.002 -0.009
C 1.768 -5.027 -3.077 -0.009 0.003 0.025
C 1.983 -6.253 -3.672 0.006 0.000 0.008
C 1.641 -6.489 -5.013 -0.009 0.013 0.004
C 1.072 -5.503 -5.797 0.004 -0.003 -0.007
C 0.859 -4.272 -5.190 0.000 0.032 -0.018
N 0.322 -3.084 -5.654 0.031 -0.027 -0.024
H -1.866 3.560 -2.744 0.007 -0.013 -0.009
H -0.172 3.861 -3.235 0.000 -0.002 0.007
H -0.603 3.761 -1.509 0.008 -0.001 -0.038
H -1.364 2.846 -4.870 0.008 -0.014 0.009
H -0.570 -0.850 -6.821 0.006 -0.008 0.004
H 0.560 -1.446 -2.458 0.017 0.104 -0.043
H 2.028 -4.844 -2.043 -0.001 0.012 0.007
H 2.425 -7.054 -3.095 0.000 -0.002 -0.005
H 1.826 -7.465 -5.441 -0.001 0.000 -0.002
H 0.807 -5.684 -6.830 0.005 -0.012 0.003
H -0.023 -2.913 -6.581 -0.026 0.007 0.011
S -1.997 8.472 2.528 0.022 0.037 -0.086
N -3.026 7.434 1.841 -0.035 -0.011 0.070
C -2.347 6.328 1.596 0.035 -0.047 -0.017
C -2.879 5.120 0.993 -0.012 0.054 0.005
C -4.202 5.000 0.562 0.002 0.028 0.009
C -4.619 3.814 0.004 0.013 0.009 0.020
C -3.707 2.759 -0.090 0.047 0.023 0.106
N -2.449 2.869 0.317 -0.073 -0.014 -0.051
C -2.023 4.027 0.837 0.049 -0.023 -0.036
C -0.593 4.119 1.211 0.001 -0.017 0.008
N 0.185 3.052 0.967 -0.088 0.004 -0.071
C 1.474 3.125 1.258 0.045 0.008 0.021
C 2.072 4.257 1.815 -0.020 0.006 -0.005
C 1.282 5.350 2.081 -0.023 0.025 0.017
C -0.078 5.291 1.772 -0.021 0.052 0.003
C -0.982 6.408 1.985 0.012 -0.044 -0.059
N -0.655 7.573 2.515 -0.012 -0.013 0.093
H -4.868 5.846 0.675 -0.017 -0.017 -0.009
H -5.633 3.683 -0.345 -0.003 -0.004 0.004
H -3.975 1.783 -0.487 -0.005 -0.004 -0.012
H 2.064 2.237 1.060 -0.051 0.020 0.004
H 3.130 4.257 2.035 0.001 -0.004 0.001
H 1.682 6.256 2.518 0.026 -0.012 -0.005
F -2.998 -0.117 -0.588 -0.859 -0.131 -0.344
```
Forces are in eV/Å.

Summary:
Largest force on an atom ... 1.32 eV Å⁻¹
Gap between HOMO and LUMO ... 5.7 eV
LUMO ... -0.839 eV
Net charge ... 0
Molecular weight ... 947.18 g mol⁻¹

---

[3]
Here is a cluster of 2 separate species, CHN3O2P in total from OMol25. Energies are from ωB97M-V with the def2-TZVPD basis set.

XYZ file:
```
8
Properties=species:S:1:pos:R:3:forces:R:3
C 0.637 0.186 -1.272 0.352 0.107 0.032
N 1.510 0.915 -1.499 -0.138 -0.141 -0.061
N -0.180 2.587 1.479 0.124 -2.099 0.799
N -0.118 1.554 1.866 -0.021 2.257 -0.657
O 0.031 -1.867 0.377 -2.811 -0.913 -1.433
O -1.782 -1.274 -1.316 -0.135 -0.205 -0.371
P -0.900 -0.609 -0.318 -0.285 -0.219 0.432
H 0.802 -1.492 0.682 2.914 1.212 1.258
```
Forces are in eV/Å.

Summary:
Largest force on an atom ... 3.40 eV Å⁻¹
Gap between HOMO and LUMO ... 8.1 eV
LUMO ... 4.418 eV
Energy above the lowest of the compared OMol25 structures with the same formula, charge and spin ... 0.00 kJ/mol
Net charge ... -1
Molecular weight ... 118.01 g mol⁻¹